Entry 1:
{"formula": "C7H10O", "method": "wB97M-V/def2-TZVPD", "elements": ["C", "C", "C", "C", "C", "C", "C", "H", "H", "H", "H", "H", "H", "H", "H", "H", "H", "O"], "positions_angstrom": [[-0.441, 1.224, 0.819], [-0.306, 1.206, -0.759], [-0.758, -0.221, -1.141], [0.135, -1.549, -0.383], [1.195, -0.794, 0.524], [0.039, -0.380, 1.299], [-0.588, -1.549, 0.885], [0.379, 2.048, 1.228], [-1.443, 1.320, 0.920], [-1.313, 1.655, -0.831], [-0.382, -0.265, -2.189], [-1.766, -0.732, -1.126], [0.483, -2.241, -1.217], [1.310, -1.847, 1.219], [1.898, -0.274, -0.169], [0.153, -0.332, 2.353], [-1.334, -1.940, 1.396], [0.793, 1.872, -1.131]], "forces_ev_per_angstrom": [[5.006, -0.750, -0.096], [0.968, 0.125, 2.269], [1.341, -1.945, -2.459], [0.105, 1.023, -0.358], [1.922, -4.888, -1.348], [-0.540, 4.017, 1.752], [0.379, 2.399, -4.270], [-2.562, -2.292, -0.652], [-3.024, 0.671, 1.838], [-0.304, 1.053, -1.027], [-0.358, -0.624, 0.416], [0.640, 1.883, 0.061], [-1.117, 0.275, 1.583], [2.994, 3.162, -2.115], [0.043, 0.051, 1.699], [-0.036, 0.498, 1.286], [-3.556, -2.761, 1.850], [-1.899, -1.896, -0.428]], "gap_ev": 5.488, "homo_energy_ha": -0.2686, "de_lowest_kcal_mol": 231.6, "energy_ev": -9458.518}

Entry 2:
{"formula": "C7H10O2", "method": "wB97M-V/def2-TZVPD", "elements": ["C", "C", "C", "C", "C", "C", "O", "C", "O", "H", "H", "H", "H", "H", "H", "H", "H", "H", "H"], "positions_angstrom": [[2.758, -0.994, -0.080], [1.464, -0.294, 0.188], [0.926, 0.631, -0.659], [-0.363, 1.227, -0.507], [-1.363, 0.696, 0.257], [-2.709, 1.331, 0.420], [-1.221, -0.463, 0.917], [-0.512, -1.592, 0.161], [-0.350, -2.639, 0.694], [2.654, -2.057, 0.142], [3.076, -0.880, -1.117], [3.552, -0.603, 0.561], [1.160, -0.274, 1.228], [1.425, 0.815, -1.607], [-0.596, 2.088, -1.117], [-3.489, 0.631, 0.118], [-2.871, 1.564, 1.473], [-2.794, 2.246, -0.163], [-0.749, -1.436, -0.909]], "forces_ev_per_angstrom": [[-0.072, -0.043, -0.017], [0.844, 1.716, -0.302], [0.621, -1.491, 0.340], [-1.195, 0.058, 0.612], [0.716, 0.790, -1.127], [0.089, -0.213, 0.020], [1.083, -1.749, -0.042], [-2.962, 0.073, 0.413], [0.593, 1.173, -0.095], [0.093, -0.074, -0.035], [-0.035, -0.029, -0.024], [-0.010, -0.041, 0.037], [-0.364, -0.347, -0.063], [0.058, -0.097, -0.038], [-0.079, 0.101, 0.125], [-0.027, 0.005, 0.004], [-0.031, 0.018, 0.019], [0.063, -0.036, 0.018], [0.615, 0.188, 0.155]], "gap_ev": 8.416, "homo_energy_ha": -0.2999, "de_lowest_kcal_mol": 39.0, "energy_ev": -11514.166}

Entry 3:
{"formula": "C7H10O2", "method": "wB97M-V/def2-TZVPD", "elements": ["C", "C", "C", "C", "C", "C", "O", "C", "O", "H", "H", "H", "H", "H", "H", "H", "H", "H", "H"], "positions_angstrom": [[-1.917, -1.048, 0.746], [-1.265, -0.505, -0.529], [-0.018, -1.337, -0.902], [1.268, -0.601, -0.441], [1.822, -1.110, 0.844], [0.840, 0.844, -0.207], [1.482, 1.815, 0.073], [-0.743, 0.900, -0.199], [-1.414, 1.848, 0.203], [-2.538, -1.914, 0.519], [-1.167, -1.467, 1.490], [-2.505, -0.213, 1.353], [-1.993, -0.363, -1.328], [-0.072, -2.354, -0.461], [0.006, -1.514, -1.963], [2.023, -0.587, -1.213], [1.026, -1.134, 1.582], [2.633, -0.486, 1.285], [2.131, -2.130, 0.664]], "forces_ev_per_angstrom": [[-0.509, 0.832, 2.264], [0.560, 0.795, 0.875], [-0.027, -0.541, 0.073], [-0.804, 1.349, -0.613], [0.507, -0.068, 1.069], [-1.176, 0.613, 0.153], [0.410, -0.395, -0.207], [-0.861, 0.909, 0.998], [1.588, -1.853, -1.097], [-0.341, 0.209, -0.011], [-0.573, 0.717, -0.988], [0.950, -1.847, -1.539], [-0.040, -0.377, -0.037], [0.015, 0.592, -0.059], [0.114, 0.098, -0.554], [0.296, -0.125, -0.288], [-0.092, -0.092, 0.261], [-0.419, -0.515, -0.618], [0.403, -0.301, 0.319]], "gap_ev": 8.697, "homo_energy_ha": -0.3341, "de_lowest_kcal_mol": 12.3, "energy_ev": -11515.322}

Entry 4:
{"formula": "C7H10O2", "method": "wB97M-V/def2-TZVPD", "elements": ["C", "C", "C", "O", "C", "C", "C", "O", "C", "H", "H", "H", "H", "H", "H", "H", "H", "H", "H"], "positions_angstrom": [[3.610, 1.456, -0.245], [2.427, 1.250, -0.379], [1.062, 0.876, -0.702], [0.934, 0.676, -2.087], [0.502, -0.416, 0.372], [-0.659, -1.158, -0.397], [-0.630, -2.440, -0.601], [0.106, 0.190, 1.549], [-1.326, 0.607, 1.565], [4.425, 2.022, -0.288], [0.462, 1.720, -0.473], [0.536, -0.210, -2.213], [1.326, -1.112, 0.646], [-1.325, -0.332, -0.836], [-1.472, -2.857, -1.171], [0.187, -3.130, -0.486], [-2.065, -0.216, 1.451], [-1.597, 1.190, 0.724], [-1.511, 1.026, 2.614]], "forces_ev_per_angstrom": [[-3.858, -1.133, -0.174], [0.978, -0.625, 0.035], [-0.034, -1.905, 1.607], [-0.464, -1.427, -0.312], [0.122, 0.606, -2.610], [2.004, 4.045, 0.841], [-1.594, -1.331, -2.009], [-2.464, 0.507, 0.412], [0.666, -1.378, 2.329], [3.271, 1.526, 0.148], [-0.956, 0.730, 0.664], [0.361, 0.602, -0.097], [-0.343, 0.579, -0.518], [0.180, -2.089, 0.657], [0.340, -0.059, 0.180], [0.263, 0.126, 0.872], [0.918, -0.225, 0.382], [0.191, 1.549, -0.536], [0.419, -0.098, -1.872]], "gap_ev": 9.964, "homo_energy_ha": -0.3389, "de_lowest_kcal_mol": 113.1, "energy_ev": -11510.950}

Entry 5:
{"formula": "C7H10O3", "method": "wB97M-V/def2-TZVPD", "elements": ["C", "C", "C", "C", "C", "C", "O", "C", "O", "O", "H", "H", "H", "H", "H", "H", "H", "H", "H", "H"], "positions_angstrom": [[0.985, 0.661, 1.692], [0.671, 0.981, 0.192], [-0.170, -0.138, -0.415], [-0.311, -0.509, -1.733], [0.289, 0.163, -2.938], [-1.132, -1.758, -1.863], [-2.093, -1.685, -2.920], [-1.725, -1.734, -0.400], [-2.725, -2.350, -0.099], [-1.016, -0.866, 0.374], [1.352, -0.354, 1.834], [0.077, 0.760, 2.308], [1.733, 1.386, 2.054], [0.119, 1.938, 0.146], [1.583, 1.110, -0.376], [0.901, -0.574, -3.479], [-0.542, 0.520, -3.614], [0.909, 0.990, -2.614], [-0.452, -2.611, -1.956], [-2.773, -2.373, -2.803]], "forces_ev_per_angstrom": [[-0.197, 0.719, -0.394], [-1.083, -0.838, 1.158], [0.263, 0.348, -3.924], [1.055, 1.120, 0.950], [-0.740, -0.483, -0.001], [-0.351, 1.273, 1.186], [0.259, -0.377, 0.902], [-1.562, -1.349, -1.669], [1.625, 1.093, 0.488], [-0.968, -0.988, 1.578], [0.146, 0.045, -0.123], [0.343, 0.003, -0.274], [-0.267, -0.373, -0.010], [0.151, -0.390, -0.023], [0.119, -0.144, -0.172], [-0.115, 0.349, -0.116], [0.978, -0.318, 0.633], [0.085, 0.228, -0.223], [-0.200, -0.226, -0.135], [0.458, 0.307, 0.169]], "gap_ev": 9.381, "homo_energy_ha": -0.3212, "de_lowest_kcal_mol": 9.7, "energy_ev": -13562.895}

Entry 6:
{"formula": "C7H10O3", "method": "wB97M-V/def2-TZVPD", "elements": ["C", "C", "C", "O", "C", "O", "C", "C", "C", "H", "H", "H", "H", "H", "H", "H", "H", "O", "H", "H"], "positions_angstrom": [[1.411, -2.727, -2.017], [0.974, -1.279, -1.929], [0.037, -0.936, -0.726], [2.929, -1.441, -0.123], [2.754, -0.234, -0.430], [2.516, 0.446, 0.659], [1.957, -0.071, -1.726], [0.927, 1.042, -1.580], [-0.207, 0.528, -1.081], [1.573, -3.238, -1.059], [0.596, -3.321, -2.450], [2.294, -2.823, -2.663], [0.449, -1.124, -2.884], [-0.893, -1.517, -0.782], [2.677, 0.061, -2.540], [1.157, 2.097, -1.724], [-1.146, 1.051, -0.903], [0.004, -0.919, 1.066], [1.414, 0.008, 1.165], [-0.327, -0.103, 1.449]], "forces_ev_per_angstrom": [[0.170, -0.818, 0.246], [1.989, -0.596, 2.301], [-4.760, 1.887, -0.555], [2.000, 1.176, -2.316], [-3.137, -6.524, 3.191], [-3.308, 2.808, 2.085], [0.800, 1.008, -1.386], [0.019, -0.030, 0.551], [0.560, -0.181, 0.434], [0.434, 0.585, -0.204], [0.071, 0.299, -0.306], [-0.183, -0.132, 0.268], [-0.427, 0.548, 0.765], [0.484, -0.010, 0.287], [-0.363, 0.102, -0.222], [-0.219, -0.313, -0.262], [0.346, -0.059, 0.211], [2.767, -0.680, -2.251], [3.465, 0.323, -2.109], [-0.708, 0.608, -0.729]], "gap_ev": 8.835, "homo_energy_ha": -0.3360, "de_lowest_kcal_mol": 119.5, "energy_ev": -13558.134}

- Which formula does entry 3 have?
  C7H10O2